Run i
{"formula": "H16O8", "method": "wB97M-V/def2-TZVPD", "symbols": ["O", "H", "H", "O", "H", "H", "O", "H", "H", "O", "H", "H", "O", "H", "H", "O", "H", "H", "O", "H", "H", "O", "H", "H"], "xyz": [[-1.26, -0.13, 3.00], [-0.91, 0.68, 3.40], [-1.60, 0.14, 2.14], [2.79, 0.81, -2.65], [2.22, 0.32, -2.03], [2.51, 1.72, -2.55], [-3.02, -1.34, -1.68], [-2.52, -1.07, -0.90], [-3.76, -1.86, -1.33], [2.96, -0.64, 0.81], [2.55, -0.73, 1.68], [2.28, -0.21, 0.26], [0.49, -2.57, -0.83], [1.39, -2.90, -0.96], [0.31, -2.71, 0.11], [0.65, 0.18, -0.69], [0.57, -0.79, -0.87], [-0.25, 0.47, -0.44], [-2.03, 0.88, 0.08], [-2.07, 1.66, -0.50], [-2.73, 1.03, 0.73], [0.54, 2.64, 1.35], [0.28, 2.77, 0.43], [0.61, 1.68, 1.44]], "mulliken_charge": [-0.6332, 0.3270, 0.2783, -0.6423, 0.3611, 0.2896, -0.6188, 0.2921, 0.3119, -0.6130, 0.3003, 0.3707, -0.7053, 0.3336, 0.3473, -0.5978, 0.4583, 0.1332, -0.5412, 0.2474, 0.3004, -0.6050, 0.2951, 0.3103], "smiles": "O.O.O.O.O.O.O.O", "homo_lumo_gap_ha": 0.3875, "homo_energy_ev": -10.902, "multiplicity": 1}


Run ii
{"formula": "H16O8", "method": "wB97M-V/def2-TZVPD", "symbols": ["O", "H", "H", "O", "H", "H", "O", "H", "H", "O", "H", "H", "O", "H", "H", "O", "H", "H", "O", "H", "H", "O", "H", "H"], "xyz": [[2.09, -0.85, 1.73], [1.67, -1.06, 0.85], [2.57, -0.10, 1.76], [-0.47, -2.08, 0.15], [-0.41, -2.60, -0.73], [-1.27, -2.35, 0.56], [-0.23, 0.68, -0.17], [0.21, -0.29, -0.16], [0.43, 1.01, -0.81], [-1.66, 0.12, 2.36], [-1.11, -0.53, 2.97], [-1.20, 0.81, 2.09], [-0.92, 2.15, 1.94], [-0.52, 1.50, 1.26], [-1.16, 2.85, 1.35], [-2.56, 0.14, -0.86], [-1.70, 0.27, -0.49], [-3.24, 0.46, -0.25], [0.87, 1.15, -2.78], [-0.02, 1.42, -2.80], [0.98, 0.31, -2.72], [2.17, -1.03, -1.51], [2.55, -1.55, -2.32], [2.93, -0.43, -1.42]], "mulliken_charge": [-0.6295, 0.3919, 0.2849, -0.5697, 0.3047, 0.2748, -0.7634, 0.1912, 0.3128, -0.6313, 0.2763, 0.3009, -0.6303, 0.4236, 0.3127, -0.7209, 0.5253, 0.3134, -0.6304, 0.3314, 0.3118, -0.6189, 0.3013, 0.3373], "smiles": "O.O.O.O.O.O.O.O", "homo_lumo_gap_ha": 0.3589, "homo_energy_ev": -10.033, "multiplicity": 1}


Run iii
{"formula": "H16O8", "method": "wB97M-V/def2-TZVPD", "symbols": ["O", "H", "H", "O", "H", "H", "O", "H", "H", "O", "H", "H", "O", "H", "H", "O", "H", "H", "O", "H", "H", "O", "H", "H"], "xyz": [[2.45, -1.94, -1.08], [1.62, -1.46, -1.03], [2.55, -2.12, -2.02], [2.68, 0.67, -0.61], [2.66, 1.55, -0.22], [1.85, 0.60, -1.08], [-1.22, -0.59, 2.82], [-0.86, 0.19, 2.38], [-2.04, -0.29, 3.20], [-0.36, 1.88, 0.18], [0.06, 2.66, 0.53], [-0.44, 2.05, -0.76], [-2.59, 1.11, 1.30], [-2.32, 1.89, 1.78], [-2.10, 1.16, 0.48], [-1.50, -1.90, -0.15], [-0.82, -2.41, -0.61], [-1.09, -1.05, 0.02], [-0.22, -0.21, 0.38], [-0.21, 0.74, 0.41], [0.35, -0.44, -0.35], [0.59, -0.80, -1.50], [1.20, -0.43, -2.14], [-0.25, -0.84, -1.95]], "mulliken_charge": [-0.7215, 0.7127, 0.2526, -0.5008, 0.3079, 0.2431, -0.5693, 0.2898, 0.2844, -0.5061, 0.2802, 0.2933, -0.6066, 0.2905, 0.2877, -0.7756, 0.2860, 0.4799, -0.9756, 0.5953, 0.1640, -0.7809, 0.3695, 0.2995], "homo_lumo_gap_ha": 0.3087, "homo_energy_ev": -9.465, "multiplicity": 1}


Run iv
{"formula": "H16O8", "method": "wB97M-V/def2-TZVPD", "symbols": ["O", "H", "H", "O", "H", "H", "O", "H", "H", "O", "H", "H", "O", "H", "H", "O", "H", "H", "O", "H", "H", "O", "H", "H"], "xyz": [[-0.14, 0.15, 0.05], [0.00, 1.09, -0.09], [-0.05, 0.04, 1.01], [-4.25, -2.75, 1.08], [-3.60, -2.08, 1.32], [-4.71, -2.93, 1.91], [-2.73, 0.50, -0.26], [-3.16, 1.33, -0.50], [-3.11, -0.15, -0.86], [4.18, 0.81, -0.54], [4.57, 1.43, -1.17], [4.45, -0.05, -0.88], [-2.52, 5.20, -0.19], [-3.31, 5.68, 0.07], [-2.24, 4.75, 0.62], [3.08, 0.54, 1.35], [3.64, -0.08, 0.87], [3.14, 1.36, 0.84], [4.55, -1.94, 0.10], [5.00, -2.55, -0.49], [3.80, -1.61, -0.42], [-2.43, -3.17, -1.09], [-2.19, -2.29, -0.80], [-1.97, -3.27, -1.93]], "mulliken_charge": [-0.6200, 0.2832, 0.3110, -0.6035, 0.3069, 0.2975, -0.5575, 0.2858, 0.2939, -0.5994, 0.2771, 0.2338, -0.6411, 0.3223, 0.3194, -0.6228, 0.4654, 0.2953, -0.6596, 0.3155, 0.3023, -0.6080, 0.3081, 0.2945], "smiles": "O.O.O.O.O.O.O.O", "homo_lumo_gap_ha": 0.3826, "homo_energy_ev": -10.180, "multiplicity": 1}


Relative stability in eV, measured from the most stable structure: run i 0.000; run ii 2.841; run iii 6.587; run iv 1.803


Run i
{"formula": "H16O8", "method": "wB97M-V/def2-TZVPD", "symbols": ["O", "H", "H", "O", "H", "H", "O", "H", "H", "O", "H", "H", "O", "H", "H", "O", "H", "H", "O", "H", "H", "O", "H", "H"], "xyz": [[-1.59, 0.17, 1.00], [-1.14, -0.05, 1.82], [-1.08, 0.91, 0.65], [-2.39, 3.45, 2.02], [-1.62, 2.88, 2.11], [-3.13, 2.83, 1.94], [-3.14, 2.01, -1.01], [-3.79, 1.50, -0.53], [-3.66, 2.68, -1.47], [0.75, 2.05, 0.34], [0.82, 2.98, 0.08], [1.65, 1.82, 0.59], [3.46, -0.41, 0.47], [2.87, -1.08, 0.10], [3.00, -0.09, 1.25], [1.69, -2.44, -1.13], [1.27, -1.65, -0.75], [1.37, -3.16, -0.57], [-1.64, -1.88, -2.37], [-1.86, -2.58, -1.74], [-0.70, -2.01, -2.54], [2.86, -2.92, 0.34], [2.24, -2.61, 1.01], [3.73, -2.70, 0.71]], "mulliken_charge": [-0.5978, 0.2871, 0.3087, -0.6094, 0.3052, 0.3113, -0.5799, 0.2996, 0.2847, -0.5880, 0.2962, 0.2846, -0.6866, 0.3648, 0.2895, -0.6170, 0.3507, 0.3537, -0.6127, 0.3003, 0.3078, -0.6864, 0.3522, 0.2815], "smiles": "O.O.O.O.O.O.O.O", "homo_lumo_gap_ha": 0.3537, "homo_energy_ev": -9.832, "multiplicity": 1}


Run ii
{"formula": "H16O8", "method": "wB97M-V/def2-TZVPD", "symbols": ["O", "H", "H", "O", "H", "H", "O", "H", "H", "O", "H", "H", "O", "H", "H", "O", "H", "H", "O", "H", "H", "O", "H", "H"], "xyz": [[13.24, -25.70, -26.63], [13.24, -25.87, -25.68], [14.14, -25.88, -26.90], [10.61, -24.57, -27.56], [10.00, -24.52, -26.83], [11.43, -24.87, -27.18], [15.61, -25.37, -22.96], [14.80, -24.99, -23.30], [15.39, -25.68, -22.09], [16.48, -24.75, -25.43], [15.99, -24.86, -24.61], [16.79, -25.63, -25.65], [15.95, -26.20, -27.70], [16.34, -25.34, -27.86], [16.62, -26.69, -27.23], [11.13, -24.82, -24.03], [10.35, -24.29, -24.19], [10.88, -25.71, -24.29], [13.58, -23.71, -23.86], [12.67, -23.99, -23.74], [13.62, -22.86, -23.42], [15.57, -27.47, -29.98], [15.21, -28.34, -29.79], [15.74, -27.09, -29.11]], "mulliken_charge": [-0.6356, 0.2702, 0.3876, -0.5966, 0.2703, 0.3860, -0.7011, 0.3537, 0.3035, -0.5527, 0.3415, 0.2875, -0.8361, 0.3308, 0.2975, -0.6424, 0.2965, 0.2867, -0.6227, 0.3849, 0.2738, -0.6310, 0.3006, 0.4471], "smiles": "O.O.O.O.O.O.O.O", "homo_lumo_gap_ha": 0.3900, "homo_energy_ev": -10.667, "multiplicity": 1}


Relative stability in eV, measured from the most stable structure: run i 2.413; run ii 0.000


Run i
{"formula": "H16O8", "method": "wB97M-V/def2-TZVPD", "symbols": ["O", "H", "H", "H", "O", "H", "O", "H", "H", "O", "H", "H", "O", "H", "H", "O", "H", "H", "O", "H", "H", "O", "H", "H"], "xyz": [[0.97, -1.43, 1.68], [0.69, -1.12, 2.64], [0.71, -2.37, 1.34], [0.73, -0.74, 1.09], [-0.15, -0.33, 0.37], [0.64, 0.15, 0.47], [2.96, 1.54, 0.99], [2.28, 2.17, 1.09], [2.83, 0.96, 0.21], [-1.88, -1.91, 0.06], [-1.18, -1.12, 0.01], [-1.80, -2.21, -0.83], [0.98, -0.77, -2.04], [1.10, -1.75, -2.35], [0.62, -0.82, -1.22], [-1.99, 0.87, 2.02], [-2.49, 1.42, 1.36], [-1.40, 0.21, 1.54], [-2.02, 0.60, -1.41], [-2.84, 0.32, -1.00], [-1.16, 0.33, -1.09], [1.00, 2.17, -2.00], [0.73, 2.58, -1.25], [0.66, 1.26, -1.68]], "mulliken_charge": [-0.5289, 0.4523, 0.4450, 0.4765, -0.8189, -0.1009, -0.6134, 0.3050, 0.3448, -0.7213, 0.3648, 0.3138, -0.6263, 0.3237, 0.4549, -0.6765, 0.3151, 0.3892, -0.6724, 0.3320, 0.2805, -0.5843, 0.3258, 0.2196], "homo_lumo_gap_ha": 0.3521, "homo_energy_ev": -10.592, "multiplicity": 1}


Run ii
{"formula": "H16O8", "method": "wB97M-V/def2-TZVPD", "symbols": ["O", "H", "H", "O", "H", "H", "O", "H", "H", "O", "H", "H", "O", "H", "H", "O", "H", "H", "O", "H", "H", "O", "H", "H"], "xyz": [[0.20, 1.30, 0.41], [-0.31, 1.18, 1.22], [0.00, 0.51, -0.11], [2.92, 2.86, 0.78], [3.47, 2.14, 0.44], [3.16, 3.62, 0.24], [-3.43, 2.12, -1.78], [-4.18, 2.33, -2.36], [-3.60, 2.62, -0.98], [0.74, -1.08, 0.63], [1.04, -1.74, 1.26], [-0.16, -1.36, 0.41], [-0.19, -0.73, 3.15], [-0.34, 0.18, 3.45], [-1.06, -1.13, 3.17], [2.86, -0.34, -1.98], [2.96, -0.76, -1.12], [2.78, -1.08, -2.60], [1.95, -2.43, -1.49], [1.22, -1.83, -1.30], [2.48, -2.41, -0.68], [-4.46, -1.23, 0.00], [-4.17, -0.75, -0.79], [-3.88, -2.00, 0.03]], "mulliken_charge": [-0.6054, 0.2594, 0.3580, -0.6025, 0.3099, 0.2984, -0.6278, 0.3082, 0.3209, -0.6353, 0.2561, 0.3257, -0.5953, 0.2961, 0.3121, -0.6233, 0.3196, 0.3439, -0.7286, 0.4311, 0.2799, -0.6438, 0.3352, 0.3076], "smiles": "O.O.O.O.O.O.O.O", "homo_lumo_gap_ha": 0.3731, "homo_energy_ev": -10.300, "multiplicity": 1}


Run iii
{"formula": "H16O8", "method": "wB97M-V/def2-TZVPD", "symbols": ["O", "H", "H", "O", "H", "H", "O", "H", "H", "O", "H", "H", "O", "H", "H", "O", "H", "H", "O", "H", "H", "O", "H", "H"], "xyz": [[1.44, -0.84, 2.02], [0.71, -1.44, 1.78], [1.06, 0.02, 2.21], [-0.74, -2.26, 0.77], [-0.19, -1.97, 0.00], [-1.04, -3.11, 0.42], [2.02, 0.27, -0.30], [1.68, 0.11, 0.62], [2.74, -0.36, -0.39], [0.15, -1.53, -1.59], [0.76, -0.81, -1.37], [-0.62, -1.07, -1.95], [-1.88, 0.26, 0.80], [-1.65, -0.71, 0.74], [-2.00, 0.51, -0.14], [0.38, 2.16, -1.21], [1.16, 1.65, -1.11], [0.23, 2.38, -0.25], [0.24, 1.43, 1.55], [-0.45, 0.87, 1.13], [-0.17, 2.06, 2.16], [-1.54, 0.48, -1.97], [-0.75, 1.06, -1.80], [-2.00, 1.00, -2.69]], "mulliken_charge": [-0.7968, 0.4079, 0.4536, -0.7816, 0.4552, 0.3110, -0.7460, 0.4021, 0.2868, -0.7899, 0.3434, 0.4950, -0.8083, 0.4287, 0.4100, -0.7790, 0.3981, 0.3565, -0.8157, 0.5359, 0.2672, -0.7751, 0.4329, 0.3081], "smiles": "O.O.O.O.O.O.O.O", "homo_lumo_gap_ha": 0.4307, "homo_energy_ev": -11.254, "multiplicity": 1}


Run iv
{"formula": "H16O8", "method": "wB97M-V/def2-TZVPD", "symbols": ["O", "H", "H", "O", "H", "H", "O", "H", "H", "O", "H", "H", "O", "H", "H", "O", "H", "H", "O", "H", "H", "O", "H", "H"], "xyz": [[-1.22, -0.54, -1.07], [-0.31, -0.83, -0.81], [-1.46, 0.16, -0.49], [-4.96, -3.19, -0.01], [-5.33, -3.21, -0.88], [-4.75, -2.25, 0.13], [3.85, 0.43, -1.17], [4.12, 1.40, -1.18], [4.56, -0.09, -1.53], [0.67, 0.74, -0.43], [1.22, 1.35, -1.00], [0.23, 1.19, 0.28], [3.95, -0.94, 1.98], [4.60, -0.21, 2.13], [3.19, -0.71, 1.53], [1.64, -1.93, 2.64], [2.21, -1.85, 3.42], [0.77, -2.02, 3.14], [-2.44, 2.91, -3.39], [-2.17, 2.09, -3.76], [-3.43, 3.06, -3.48], [-2.00, 1.59, 1.15], [-1.18, 2.06, 1.13], [-1.77, 0.77, 1.68]], "mulliken_charge": [-0.6578, 0.3279, 0.3502, -0.6358, 0.3125, 0.3227, -0.6056, 0.3147, 0.2983, -0.5363, 0.2742, 0.2391, -0.6414, 0.3037, 0.3480, -0.6165, 0.3153, 0.2926, -0.6442, 0.3236, 0.3219, -0.6635, 0.3021, 0.3544], "smiles": "O.O.O.O.O.O.O.O", "homo_lumo_gap_ha": 0.3729, "homo_energy_ev": -10.073, "multiplicity": 1}


Relative stability in eV, measured from the most stable structure: run i 6.974; run ii 3.102; run iii 0.000; run iv 2.897


Run i
{"formula": "C7H12N2O2", "method": "wB97M-V/def2-TZVPD", "symbols": ["C", "C", "C", "C", "C", "C", "C", "N", "N", "O", "O", "H", "H", "H", "H", "H", "H", "H", "H", "H", "H", "H", "H"], "xyz": [[1.80, 0.16, -0.25], [3.09, -0.25, -0.14], [-0.97, 0.53, -1.19], [0.12, 1.71, -1.09], [0.19, -2.85, 0.08], [1.13, 1.97, 1.26], [-0.69, -1.63, -0.09], [-0.42, -0.68, -1.21], [1.06, 1.31, -0.02], [2.67, -0.16, -1.41], [4.03, -0.53, 0.49], [-1.68, 0.61, -0.28], [-1.48, 0.66, -2.15], [0.80, 1.71, -1.96], [-0.28, 2.64, -0.76], [-0.05, -3.39, 0.95], [0.13, -3.32, -0.76], [1.25, -2.51, 0.18], [0.17, 2.49, 1.54], [1.88, 2.71, 1.39], [1.36, 1.42, 2.23], [-1.69, -2.05, -0.22], [-0.61, -0.97, 0.83]], "mulliken_charge": [0.0236, 0.4537, -0.4165, -0.7273, -1.3666, -0.9644, -0.1255, -0.3515, 0.2702, -0.4344, -0.5101, 0.3269, 0.3725, 0.3033, 0.4270, 0.3927, 0.4270, 0.2069, 0.3399, 0.4036, 0.3041, 0.3930, 0.2519], "homo_lumo_gap_ha": [0.3282, 0.2739], "homo_energy_ev": [-8.914, -7.670], "multiplicity": 1}


Run ii
{"formula": "C7H12N2O2", "method": "wB97M-V/def2-TZVPD", "symbols": ["C", "O", "C", "C", "C", "N", "O", "N", "C", "C", "C", "H", "H", "H", "H", "H", "H", "H", "H", "H", "H", "H", "H"], "xyz": [[1.71, 1.99, -0.49], [1.38, 0.71, 0.06], [0.09, 0.19, 0.01], [-1.08, 0.70, 0.44], [-1.56, 2.02, 1.00], [-1.92, -0.52, 0.48], [-3.08, -0.43, 0.95], [-1.38, -1.59, 0.13], [0.00, -1.30, -0.25], [0.81, -1.97, 0.84], [0.36, -1.73, -1.69], [2.69, 2.26, -0.03], [0.96, 2.65, -0.18], [1.64, 1.91, -1.60], [-2.41, 2.33, 0.47], [-0.66, 2.71, 0.78], [-1.92, 2.04, 2.00], [0.52, -2.97, 1.20], [0.99, -1.33, 1.71], [1.78, -2.00, 0.36], [-0.17, -2.67, -1.74], [1.37, -1.85, -1.95], [-0.13, -1.14, -2.50]], "mulliken_charge": [-0.5648, -0.3576, 0.0493, 0.0656, -1.1360, 1.2641, -0.7490, -1.0530, 1.9164, -1.4641, -1.7498, 0.2275, 0.2050, 0.2719, 0.3555, 0.1685, 0.3294, 0.3394, 0.3158, 0.3709, 0.4769, 0.3792, 0.3388], "smiles": "COC1=C(C)[N+]([O-])=NC1(C)C", "homo_lumo_gap_ha": 0.3562, "homo_energy_ev": -9.151, "multiplicity": 1}


Relative stability in eV, measured from the most stable structure: run i 2.381; run ii 0.000


Run i
{"formula": "C2H5O2S", "method": "wB97M-V/def2-TZVPD", "symbols": ["C", "S", "H", "H", "H", "O", "C", "O", "H", "H"], "xyz": [[-0.88, 1.21, 0.89], [-0.53, -0.15, 2.06], [-1.90, 1.55, 1.06], [-0.17, 1.96, 1.28], [-0.69, 1.03, -0.18], [1.76, -1.27, -2.40], [0.97, -1.04, -1.48], [0.50, -1.86, -0.48], [0.92, -0.01, -1.09], [0.01, -1.41, 0.35]], "mulliken_charge": [-0.6572, -0.6757, 0.2236, 0.1374, 0.1765, -0.5332, 0.3860, -0.3797, 0.1163, 0.2061], "homo_lumo_gap_ha": 0.2582, "homo_energy_ev": -3.023, "multiplicity": 1, "total_charge": -1}


Run ii
{"formula": "C2H5O2S", "method": "wB97M-V/def2-TZVPD", "symbols": ["C", "S", "H", "H", "H", "O", "C", "O", "H", "H"], "xyz": [[0.52, 0.06, 1.57], [0.63, -1.65, 0.92], [-0.18, 0.63, 0.94], [1.49, 0.53, 1.65], [0.16, -0.08, 2.62], [0.38, 1.04, -1.50], [-0.79, 0.57, -1.82], [-1.97, 0.56, -1.24], [-0.82, -0.19, -2.71], [0.58, -1.47, -0.44]], "mulliken_charge": [-0.6122, -0.2520, 0.2248, 0.2425, 0.2462, -0.6279, 0.0150, -0.6395, 0.2814, 0.1216], "homo_lumo_gap_ha": 0.2799, "homo_energy_ev": -4.083, "multiplicity": 1, "total_charge": -1}


Relative stability in eV, measured from the most stable structure: run i 0.100; run ii 0.000